{"formula": "C28H35BF", "method": "ωB97M-V/def2-TZVPD", "e_homo_ev": -4.41, "charge": -1, "e_lumo_ha": 0.080, "total_energy_ha": -1212.715431, "symbols": ["C", "C", "C", "C", "B", "F", "H", "H", "H", "H", "H", "H", "H", "H", "H", "H", "H", "C", "C", "C", "C", "C", "C", "H", "H", "H", "H", "H", "H", "C", "C", "C", "C", "C", "C", "H", "H", "H", "H", "H", "H", "C", "C", "C", "C", "C", "C", "H", "H", "H", "H", "H", "H", "C", "C", "C", "C", "C", "C", "H", "H", "H", "H", "H", "H"], "xyz": [[-1.51791, -5.40350, -1.37025], [-2.20842, -4.25928, -2.11516], [-1.80516, -2.91408, -1.49622], [-3.72841, -4.48040, -2.15462], [-4.56576, -4.11702, -0.79311], [-5.98617, -4.39100, -1.06032], [-1.92868, -5.49105, -0.36647], [-1.68500, -6.33900, -1.90490], [-0.43780, -5.24048, -1.32347], [-1.81116, -4.27380, -3.13788], [-2.60260, -2.18125, -1.57318], [-1.55262, -3.03795, -0.44225], [-0.91622, -2.51133, -1.99288], [-4.15545, -3.93534, -3.00365], [-3.89061, -5.54538, -2.36328], [-4.45825, -2.92084, -0.48526], [-4.20843, -4.81965, 0.16566], [1.88009, -0.41550, 0.82098], [1.75844, 0.28137, 2.01590], [0.51916, 0.76503, 2.41133], [-0.59814, 0.55468, 1.61328], [-0.47617, -0.14845, 0.42370], [0.76229, -0.63479, 0.02793], [2.84641, -0.79372, 0.51083], [2.62724, 0.43644, 2.64404], [0.42111, 1.29347, 3.35155], [-1.56679, 0.91783, 1.93022], [-1.34909, -0.33952, -0.18685], [0.84951, -1.19153, -0.89589], [-0.36509, -2.45647, 4.99380], [-0.99690, -3.41228, 5.77765], [-1.65106, -4.47885, 5.17620], [-1.67207, -4.59111, 3.79257], [-1.03503, -3.63884, 3.00998], [-0.38281, -2.57040, 3.61061], [0.14020, -1.61959, 5.46087], [-0.98434, -3.32334, 6.85707], [-2.15329, -5.21921, 5.78619], [-2.19429, -5.41319, 3.32103], [-1.06099, -3.72145, 1.93096], [0.10202, -1.82254, 2.99833], [3.35569, 2.47561, -0.83734], [3.48544, 2.74152, -2.19348], [4.41885, 3.66779, -2.63636], [5.22275, 4.33307, -1.72091], [5.09337, 4.06940, -0.36422], [4.16047, 3.14036, 0.07695], [2.62078, 1.76090, -0.49194], [2.85238, 2.22557, -2.90440], [4.51406, 3.87874, -3.69395], [5.94799, 5.05941, -2.06482], [5.71938, 4.58944, 0.34973], [4.05338, 2.93716, 1.13506], [0.41656, 6.33691, -0.91372], [1.08281, 5.33948, -1.61217], [0.71508, 5.04794, -2.91800], [-0.31508, 5.75322, -3.52457], [-0.97968, 6.75087, -2.82549], [-0.61400, 7.04244, -1.51908], [0.69958, 6.56133, 0.10680], [1.88512, 4.78921, -1.13941], [1.22923, 4.26763, -3.46370], [-0.60405, 5.52116, -4.54163], [-1.78583, 7.29779, -3.29749], [-1.13608, 7.81640, -0.97092]]}